1.
Entry from OMol25: C28H21F5N3O3S2Ta as an isolated structure (wB97M-V/def2-TZVPD).

E_LUMO in eV: -8.019
Total charge: +2
Maximum force in hartree/bohr: 0.015
Energy above the lowest of the compared OMol25 structures with the same formula, charge and spin in kJ/mol: 18.6
Molecular weight in g/mol: 787.57
HOMO in eV: -14.60
HOMO-LUMO gap in eV: 6.58
E in a.u.: -2821.77228

Each line ends with the Löwdin charge.
Atoms and positions in Å:
Ta  0.76  0.78  -0.38  1.689
C  2.33  -0.02  4.49  -0.061
C  1.63  0.92  3.49  -0.204
C  2.63  1.57  2.57  -0.177
C  3.34  2.68  2.99  -0.005
C  4.35  3.22  2.21  -0.014
C  4.70  2.64  1.00  -0.009
C  4.03  1.52  0.53  -0.188
C  4.51  0.85  -0.73  -0.208
C  5.67  -0.12  -0.45  -0.058
C  2.98  1.03  1.32  -0.212
N  2.17  -0.04  0.77  -0.147
C  2.49  -1.35  0.72  0.026
C  1.78  -2.04  -0.22  -0.275
C  1.67  -3.38  -0.65  0.070
C  0.74  -3.38  -1.67  0.002
C  0.30  -2.06  -1.84  -0.041
N  0.92  -1.23  -0.98  -0.113
H  1.60  -0.47  5.16  0.085
H  3.06  0.53  5.08  0.087
H  2.86  -0.82  3.97  0.072
H  1.09  1.69  4.04  0.125
H  0.89  0.35  2.93  0.047
H  3.10  3.13  3.95  0.133
H  4.89  4.10  2.56  0.124
H  5.52  3.05  0.42  0.132
H  4.83  1.61  -1.44  0.122
H  3.70  0.29  -1.23  0.079
H  6.50  0.41  0.01  0.088
H  6.02  -0.58  -1.37  0.087
H  5.37  -0.91  0.24  0.070
H  3.25  -1.77  1.37  0.161
H  2.22  -4.23  -0.26  0.139
H  0.40  -4.23  -2.24  0.127
H  -0.42  -1.68  -2.55  0.131
F  -6.14  3.29  -0.20  0.188
C  -5.01  2.68  0.05  -0.113
C  -3.83  3.16  -0.52  -0.127
F  -3.85  4.22  -1.31  0.152
C  -2.65  2.50  -0.25  -0.207
F  -1.51  2.97  -0.79  0.070
C  -2.59  1.39  0.57  -0.432
S  -1.10  0.56  0.98  0.810
C  -3.78  0.93  1.13  -0.229
F  -3.77  -0.13  1.93  0.125
C  -4.98  1.57  0.88  -0.124
F  -6.10  1.12  1.41  0.177
O  -0.23  0.83  -2.34  -0.413
S  0.68  1.75  -3.13  0.773
O  1.21  1.20  -4.31  -0.174
N  1.70  2.03  -1.85  -0.146
C  1.23  3.16  -1.21  -0.470
O  1.15  3.06  0.03  0.007
C  0.57  4.11  -2.12  -0.144
C  0.25  5.44  -1.95  0.044
C  -0.50  6.05  -2.96  0.005
C  -0.94  5.34  -4.07  0.001
C  -0.65  3.99  -4.24  0.015
C  0.11  3.41  -3.25  -0.219
H  0.59  5.98  -1.08  0.144
H  -0.75  7.10  -2.87  0.132
H  -1.52  5.85  -4.83  0.132
H  -0.99  3.43  -5.10  0.141

=====

2.
Entry from OMol25: C28H21MoN9OS3 as an isolated structure in a non-equilibrium geometry (wB97M-V/def2-TZVPD).

<S²>: 2.086
E_LUMO (alpha / beta) in eV: -1.795 / -2.655
2S+1: 3
Maximum force in hartree/bohr: 0.045
Energy above the lowest of the compared OMol25 structures with the same formula, charge and spin in kJ/mol: 81.2
Molecular weight in g/mol: 691.68
HOMO (alpha / beta) in eV: -7.67 / -7.84
HOMO-LUMO gap (alpha / beta) in eV: 5.87 / 5.19
E in a.u.: -2910.48812

Each line ends with the Mulliken spin population.
Atoms and positions in Å:
Mo  0.38  -0.16  -0.29  1.408
C  1.54  -2.08  4.94  -0.006
C  2.47  -1.72  3.98  0.005
C  2.11  -1.62  2.64  -0.006
C  0.80  -1.88  2.26  0.005
C  -0.14  -2.25  3.23  -0.009
C  0.23  -2.34  4.56  0.003
N  0.40  -1.79  0.92  -0.006
C  -0.14  -2.90  0.35  0.006
C  0.01  -4.22  0.80  -0.017
C  -0.52  -5.25  0.07  0.014
C  -1.24  -5.02  -1.10  -0.023
C  -1.45  -3.73  -1.55  0.046
C  -0.89  -2.67  -0.84  -0.057
N  -0.97  -1.34  -1.13  -0.058
N  -1.91  -0.90  -1.94  0.346
C  -2.03  0.42  -1.83  -0.056
C  -2.98  1.15  -2.58  0.066
C  -3.12  2.49  -2.35  -0.013
C  -2.34  3.10  -1.35  0.066
C  -1.41  2.34  -0.68  0.006
N  -1.22  1.05  -0.93  0.081
H  1.83  -2.14  5.98  -0.001
H  3.49  -1.52  4.28  0.001
H  2.84  -1.35  1.89  0.002
H  -1.15  -2.46  2.93  0.000
H  -0.50  -2.63  5.30  0.000
H  0.58  -4.40  1.70  0.003
H  -0.36  -6.27  0.40  0.000
H  -1.62  -5.85  -1.67  -0.002
H  -2.00  -3.54  -2.46  0.004
H  -3.57  0.63  -3.32  0.001
H  -3.83  3.08  -2.91  0.000
H  -2.45  4.15  -1.13  0.003
H  -0.75  2.78  0.06  -0.005
S  1.20  1.37  -2.23  0.061
C  1.72  0.25  -3.44  0.000
C  1.75  0.61  -4.79  0.007
C  2.12  -0.29  -5.77  0.005
C  2.07  0.10  -7.12  0.000
N  1.99  0.45  -8.21  0.002
C  2.50  -1.60  -5.39  0.002
C  2.51  -1.96  -4.05  0.012
C  2.10  -1.06  -3.07  0.001
S  2.05  -1.56  -1.41  0.026
C  2.86  -2.55  -6.37  0.000
N  3.15  -3.35  -7.15  0.002
H  1.45  1.61  -5.07  0.000
H  2.81  -2.96  -3.77  -0.001
C  -3.88  -0.09  2.15  0.000
N  -3.05  0.79  2.93  0.000
C  -1.74  1.00  2.64  0.005
N  -1.11  1.94  3.39  0.000
O  -1.19  0.39  1.73  -0.075
H  -4.27  -0.90  2.76  0.000
H  -3.26  -0.52  1.36  0.005
H  -4.71  0.45  1.69  0.000
H  -3.50  1.32  3.66  0.000
H  -1.53  2.31  4.23  0.000
H  -0.10  1.97  3.34  -0.001
S  2.27  2.07  3.28  0.095
C  1.84  1.39  1.92  0.096
N  1.46  0.90  0.91  -0.047

=====

3.
Entry from OMol25: C28H21N9O2RuS as an isolated structure in a non-equilibrium geometry (wB97M-V/def2-TZVPD).

<S²>: 0.758
E_LUMO (alpha / beta) in eV: -4.387 / -4.855
2S+1: 2
Total charge: +1
Maximum force in hartree/bohr: 0.029
Energy above the lowest of the compared OMol25 structures with the same formula, charge and spin in kJ/mol: 70.2
Molecular weight in g/mol: 648.67
HOMO (alpha / beta) in eV: -10.60 / -10.59
HOMO-LUMO gap (alpha / beta) in eV: 6.21 / 5.74
E in a.u.: -2215.82393

Each line ends with the Mulliken spin population.
Atoms and positions in Å:
Ru  0.28  0.01  0.91  0.853
C  -1.60  -2.80  -1.77  0.012
C  -0.62  -3.72  -2.13  -0.005
C  0.60  -3.64  -1.51  0.016
C  0.87  -2.64  -0.58  -0.015
N  -0.06  -1.70  -0.29  -0.006
C  -1.27  -1.82  -0.86  0.011
N  2.11  -2.71  0.02  0.044
C  2.57  -1.92  0.91  -0.023
N  1.97  -0.79  1.47  0.108
C  2.93  -0.14  2.26  -0.030
N  2.85  0.98  2.85  0.047
C  1.74  1.79  2.94  -0.013
C  1.90  2.94  3.72  0.015
C  0.83  3.77  3.98  -0.006
C  -0.41  3.41  3.48  0.012
C  -0.51  2.29  2.69  0.002
N  0.54  1.50  2.38  -0.001
C  4.14  -0.97  2.29  0.003
C  5.34  -0.80  2.95  -0.005
C  6.32  -1.77  2.76  0.003
C  6.10  -2.86  1.92  0.002
C  4.89  -3.03  1.26  -0.003
C  3.92  -2.06  1.47  0.007
H  -2.60  -2.82  -2.19  0.000
H  -0.83  -4.50  -2.85  0.000
H  1.39  -4.35  -1.71  0.000
H  -2.01  -1.11  -0.55  -0.011
H  2.89  3.13  4.11  0.000
H  0.96  4.66  4.58  0.000
H  -1.30  3.99  3.68  0.000
H  -1.47  1.99  2.31  -0.007
H  5.51  0.06  3.59  0.000
H  7.27  -1.67  3.26  0.000
H  6.88  -3.59  1.79  0.000
H  4.70  -3.87  0.61  0.000
N  -6.24  -0.79  -3.99  0.000
C  -5.43  -0.32  -3.00  0.000
C  -4.68  0.85  -3.19  0.000
C  -3.86  1.33  -2.19  0.000
C  -3.75  0.63  -1.00  0.000
C  -4.49  -0.53  -0.78  0.001
C  -5.32  -1.00  -1.78  0.000
S  -2.73  1.23  0.29  -0.002
O  -2.78  0.28  1.38  0.009
O  -3.04  2.61  0.53  0.010
N  -1.16  1.09  -0.13  -0.036
C  -0.40  1.68  -1.05  0.020
N  -0.78  2.45  -2.05  0.000
C  0.19  2.89  -2.84  0.000
C  1.53  2.57  -2.66  -0.001
C  1.85  1.74  -1.60  0.009
N  0.89  1.30  -0.79  -0.023
H  -6.39  -0.26  -4.82  0.000
H  -6.84  -1.58  -3.82  0.000
H  -4.78  1.40  -4.12  0.000
H  -3.30  2.25  -2.34  0.000
H  -4.42  -1.05  0.16  0.000
H  -5.91  -1.90  -1.61  0.000
H  -0.12  3.53  -3.66  0.000
H  2.30  2.95  -3.31  0.000
H  2.86  1.43  -1.39  -0.002

=====

4.
Entry from OMol25: C28H22BrCsN10O as an isolated structure (wB97M-V/def2-TZVPD).

E_LUMO in eV: -0.105
Maximum force in hartree/bohr: 0.011
Energy above the lowest of the compared OMol25 structures with the same formula, charge and spin in kJ/mol: 0.0
Molecular weight in g/mol: 727.36
HOMO in eV: -6.03
HOMO-LUMO gap in eV: 5.93
E in a.u.: -4297.15306

Each line ends with the Löwdin charge.
Atoms and positions in Å:
Cs  -0.81  0.46  -0.18  0.901
C  3.83  -3.47  -0.48  -0.128
C  3.67  -2.93  0.80  -0.107
C  2.43  -2.49  1.22  -0.044
C  1.29  -2.59  0.40  -0.359
C  1.48  -3.12  -0.88  -0.043
C  2.72  -3.55  -1.31  -0.109
N  0.06  -2.11  0.82  -0.071
C  -0.61  -2.82  1.73  -0.256
C  -0.20  -4.13  2.16  -0.031
C  -0.90  -4.86  3.07  -0.095
C  -2.08  -4.38  3.66  -0.115
C  -2.52  -3.14  3.29  -0.050
C  -1.83  -2.35  2.35  -0.218
N  -2.30  -1.09  2.03  -0.005
N  -3.36  -0.70  2.60  0.023
C  -3.82  0.58  2.26  -0.331
C  -4.95  0.99  2.98  -0.018
C  -5.50  2.23  2.74  -0.074
C  -4.90  3.04  1.77  -0.082
C  -3.79  2.56  1.11  -0.166
N  -3.25  1.36  1.34  -0.001
H  4.80  -3.82  -0.81  0.093
H  4.52  -2.85  1.46  0.102
H  2.30  -2.07  2.22  0.120
H  0.61  -3.22  -1.52  0.107
H  2.83  -3.98  -2.30  0.098
H  0.70  -4.55  1.73  0.102
H  -0.52  -5.85  3.34  0.099
H  -2.63  -4.97  4.38  0.089
H  -3.43  -2.74  3.72  0.094
H  -5.36  0.31  3.71  0.107
H  -6.37  2.56  3.28  0.105
H  -5.30  4.02  1.54  0.097
H  -3.30  3.16  0.35  0.090
O  6.38  0.62  0.79  0.084
C  5.09  0.63  0.38  -0.309
C  4.64  -0.07  -0.73  -0.003
C  3.29  -0.01  -1.05  -0.128
N  2.41  0.70  -0.35  -0.007
C  2.87  1.35  0.69  -0.727
Br  1.58  2.34  1.72  0.692
C  4.18  1.37  1.13  -0.039
H  6.90  0.04  0.22  0.114
H  5.31  -0.68  -1.32  0.120
H  2.90  -0.57  -1.89  0.116
H  4.49  1.92  2.00  0.115
N  -0.78  5.61  -1.82  0.023
C  -0.70  4.66  -0.87  -0.164
N  -0.73  3.48  -1.41  0.091
C  -0.82  3.75  -2.75  -0.315
N  -0.85  5.04  -3.03  0.118
C  -0.87  2.73  -3.80  -0.203
C  -0.89  3.11  -5.15  -0.070
N  -0.93  2.21  -6.12  0.086
C  -0.95  0.93  -5.76  -0.117
C  -0.93  0.56  -4.42  -0.111
N  -0.89  1.45  -3.44  0.099
H  -0.78  6.61  -1.72  0.156
H  -0.63  4.89  0.19  0.126
H  -0.87  4.15  -5.42  0.112
H  -0.99  0.19  -6.54  0.107
H  -0.94  -0.49  -4.14  0.110